# 1
25
Properties=species:S:1:pos:R:3 method="wB97M-V/def2-TZVPD" de_lowest_kcal_mol=154.6 mol_weight_g_mol=210.189 lumo_ha=-0.0495
C -3.27425 -0.86917 0.36642
C -2.69947 0.33731 0.42024
C -2.55230 -2.01966 -0.09905
C -1.29367 0.54859 -0.02325
C -1.29473 -1.92247 -0.58408
C -0.65236 -0.65118 -0.68718
C 3.09173 1.68009 1.02650
C 0.55858 -0.41178 -1.24506
C 1.78175 1.00717 1.18393
N 1.49163 -1.35418 -1.72960
N 0.69098 1.57772 0.80707
O 2.57498 -0.89835 -2.05861
O 1.21453 -2.53801 -1.77119
O -0.49908 0.84379 1.13877
O 0.52359 2.60558 0.16153
H -4.29153 -1.00363 0.69468
H -3.21224 1.20577 0.80043
H -3.04183 -2.98029 -0.06112
H -1.23744 1.43829 -0.67692
H -0.76239 -2.79121 -0.93862
H 3.68109 1.17975 0.25703
H 3.64981 1.63481 1.95938
H 2.93713 2.71769 0.73660
H 0.92891 0.59417 -1.38004
H 1.68658 0.06918 1.70216

=====

# 2
28
Properties=species:S:1:pos:R:3 method="wB97M-V/def2-TZVPD" de_lowest_kcal_mol=1.2 s_squared=3.8620 mol_weight_g_mol=906.934 spin_multiplicity=4 lumo_ha="-0.0278 / -0.0418"
Re 0.74527 0.46968 -0.15949
Te 0.92206 1.28103 -2.50114
Te 3.47645 2.40890 -1.81256
Te 3.07415 4.04125 0.40735
Te 0.81235 2.45253 1.52230
C -2.18170 3.04715 -0.73784
C -2.41604 1.61376 -0.28745
N -1.46274 0.71228 0.08388
C -2.08429 -0.54431 0.41372
C -3.43807 -0.54125 0.24270
S -3.99640 0.93914 -0.30947
C -1.09863 -1.60772 0.53562
C -1.39724 -2.89737 0.92898
S 0.05080 -3.83523 0.86194
C 1.02193 -2.48803 0.42513
N 0.30146 -1.35947 0.26850
C 2.50943 -2.59619 0.23447
H -1.08550 3.24012 -0.89938
H -2.45910 3.75720 0.10916
H -2.74791 3.11525 -1.67198
H -4.01848 -1.33890 0.68834
H -2.41593 -3.24609 0.94345
H 2.74389 -3.51460 -0.25137
H 2.99742 -2.83933 1.19237
H 2.91909 -1.72143 -0.27561
C 2.69748 0.53556 -0.04500
H 3.26249 1.06097 0.75022
H 3.26775 -0.14489 -0.65684

=====

# 3
22
Properties=species:S:1:pos:R:3 method="wB97M-V/def2-TZVPD" de_lowest_kcal_mol=134.4 mol_weight_g_mol=178.260 lumo_ha="-0.0100 / 0.0136"
C -2.48084 0.78503 -0.14147
C -2.17099 -0.59681 -0.24108
C -1.49860 1.77219 -0.15046
C -0.87555 -0.89580 -0.45083
C -0.22699 1.43497 -0.51285
C -0.10113 0.14530 -0.82852
C -0.18138 -2.23070 -0.17005
C 1.05800 2.24696 -0.17458
C 1.24274 -2.01483 0.35649
N 1.93376 1.37755 0.63502
N 2.05461 -1.21156 -0.48659
S 2.82030 0.11921 -0.15927
H -3.45703 1.22804 0.10208
H -2.78987 -1.46330 -0.01627
H -1.66214 2.78290 0.16231
H -0.82314 -2.74655 0.55803
H -0.16587 -2.91352 -0.94466
H 1.56393 2.47597 -1.16891
H 0.92135 3.06221 0.39762
H 1.27541 -1.61631 1.33733
H 1.95418 -2.93365 0.28320
H 1.60926 1.19268 1.61349

=====

# 4
23
Properties=species:S:1:pos:R:3 method="wB97M-V/def2-TZVPD" de_lowest_kcal_mol=0.0 s_squared=2.0249 mol_weight_g_mol=276.097 charge=-1 spin_multiplicity=3 lumo_ha="0.1140 / 0.1137"
C 0.93430 -1.22001 -1.25123
C -0.46424 -1.10537 -1.46676
C -1.14515 -1.79888 -0.41040
C -0.15706 -2.36595 0.43331
C 1.14780 -1.98218 -0.03529
V 0.01235 -0.07467 0.55368
C -1.30593 1.53600 -0.03263
C 0.13282 1.91353 -0.48460
C 0.58314 2.50308 -1.68070
N 1.19138 1.12819 0.16593
H -2.19574 -1.88062 -0.32376
H -0.91074 -0.63390 -2.34963
H -0.33279 -3.00774 1.31151
H 2.15131 -2.24655 0.35988
H 1.75451 -0.85951 -1.93890
H -1.93731 1.21525 -0.86111
H 2.03374 1.77298 0.11231
H -1.68104 2.06887 0.85984
H -0.16544 2.99787 -2.34379
H 1.61168 2.36247 -2.06628
Se -0.76109 0.00133 5.37297
C -0.37378 -0.11237 3.62499
N -0.12270 -0.21181 2.45065

=====

# 5
24
Properties=species:S:1:pos:R:3 method="wB97M-V/def2-TZVPD" s_squared=2.0029 mol_weight_g_mol=343.141 charge=-1 spin_multiplicity=3 lumo_ha="0.1113 / 0.1113"
C -0.41967 1.05402 -2.35584
C 0.98391 1.23353 -2.14649
C 1.16171 2.10488 -1.02430
C -0.13937 2.47945 -0.55165
C -1.11605 1.80732 -1.35891
Tm 0.09368 -0.00590 -0.04743
N -1.38987 -1.40231 -0.33885
C -0.37072 -2.36966 -0.78828
C 1.05439 -1.86617 -0.99330
H 2.11993 2.35570 -0.56459
H 1.77546 0.76663 -2.73387
H -0.35404 3.05660 0.34891
H -2.20129 1.87941 -1.26608
H -0.87783 0.48614 -3.16790
H 1.39932 -1.83152 -2.02337
H -0.29442 -3.22467 -0.07088
H -2.34789 -1.77363 -0.29189
H 1.80635 -2.15537 -0.25472
H -0.71405 -2.78976 -1.76314
N 0.03205 0.37754 2.07474
C -0.04523 0.46449 3.24984
N -0.09127 0.70344 4.48501
C -0.04690 -0.29096 5.34819
N -0.01820 -1.05919 6.23481

=====

# 6
21
Properties=species:S:1:pos:R:3 method="wB97M-V/def2-TZVPD" smiles="CCc1ccc(O)c(C=O)c1" de_lowest_kcal_mol=73.0 mol_weight_g_mol=150.177 lumo_ha=0.0068
C -3.16933 0.60275 0.64352
C -2.13077 0.27581 -0.69562
C -0.64133 -0.16141 -0.37844
C -0.25097 -1.44955 -0.06179
C 1.10368 -1.84249 -0.05048
C 2.16412 -0.86251 -0.12683
C 1.69433 0.48534 -0.19455
C 2.53704 1.69988 0.23045
C 0.44170 0.65656 -0.57605
H -2.66794 1.16540 1.53905
H -4.01116 1.38274 0.32496
H -3.47977 -0.37692 1.25918
H -2.02255 1.07149 -1.32073
H -2.73878 -0.47522 -1.18134
H -1.03901 -2.20306 0.24933
H 1.21806 -2.80441 0.63745
H 3.60266 -1.98814 -0.14914
H 3.43793 1.41949 0.72475
H 0.25724 1.62778 -0.92662
O 3.50841 -1.04879 0.09907
O 2.18643 2.82526 -0.04618

=====

# 7
21
Properties=species:S:1:pos:R:3 method="wB97M-V/def2-TZVPD" smiles="CC(=O)c1c(C)cccc1O" de_lowest_kcal_mol=48.7 mol_weight_g_mol=150.177 lumo_ha=0.0172
C 2.19305 -0.10053 1.13915
C 1.79574 0.28549 -0.26664
C 0.38867 -0.09770 -0.54257
C -0.64679 0.85689 -0.47099
C -0.42099 2.39380 -0.43480
C -2.02912 0.58711 -0.06797
C -2.34415 -0.76793 -0.06464
C -1.32191 -1.70418 -0.13537
C -0.01898 -1.49577 -0.57375
H 1.37871 0.04207 1.71561
H 3.08606 0.42353 1.58222
H 2.37291 -1.21434 1.14117
H -0.85230 2.63327 0.57347
H 0.65328 2.68891 -0.46446
H -1.05602 2.91974 -1.20098
H -2.59770 1.51576 0.16841
H -3.33292 -1.01851 0.18092
H -1.50202 -2.82891 -0.12138
H 0.64986 -3.26333 -0.32376
O 2.61822 0.49561 -1.13649
O 0.98641 -2.35097 -0.69717

=====

# 8
22
Properties=species:S:1:pos:R:3 method="wB97M-V/def2-TZVPD" smiles="COc1ccc(C=O)c(OC)c1" de_lowest_kcal_mol=157.0 mol_weight_g_mol=166.176 lumo_ha=0.0136
C -3.66380 -0.06825 0.24860
C -1.51977 -0.71191 -0.25538
C -0.59175 -1.88753 -0.14486
C 0.72263 -1.59722 0.23512
C 1.38186 -0.36901 0.24232
C 2.92534 -0.23212 -0.04105
C 0.59924 0.76452 -0.02639
C 0.07572 2.86887 0.15746
C -0.87724 0.57184 0.02508
H -3.89290 0.59708 -0.87018
H -4.69559 -0.44981 0.26129
H -3.41067 0.63422 1.14350
H -0.82298 -2.84301 0.10650
H 1.39586 -2.52401 0.60410
H 3.24715 0.77113 -0.63664
H -0.60991 2.39672 1.09026
H -0.52587 2.95067 -0.63284
H 0.43032 4.03010 0.35332
H -1.49994 1.55796 -0.04833
O -2.76906 -1.05587 -0.24172
O 3.71943 -1.22123 0.02245
O 1.05852 1.88256 -0.28278

=====

# 9
23
Properties=species:S:1:pos:R:3 method="wB97M-V/def2-TZVPD" de_lowest_kcal_mol=172.9 mol_weight_g_mol=182.175 lumo_ha=0.0069
C -3.55305 0.08023 -0.56209
C -1.14834 0.10515 -0.85808
C -0.11416 0.26405 -1.85903
C 1.20031 0.04361 -1.40057
C 2.19861 0.27579 -2.48194
C 1.52492 0.01543 -0.17680
C 0.58148 -0.10655 0.82634
C 2.16146 -0.13373 2.65351
C -0.82652 -0.06471 0.42277
H -3.50380 -0.97968 -0.15793
H -4.36373 0.12602 -1.12971
H -3.69492 0.65574 0.10835
H -0.31428 0.17505 -2.83045
H 3.20055 0.32654 -1.96204
H 2.37346 -0.23044 0.48687
H 2.74811 -0.97694 2.28638
H 2.43764 1.30655 2.24984
H 1.83755 -0.36637 3.59530
H -1.34705 -0.62945 2.17798
O -2.41047 0.15378 -1.32583
O 2.08744 0.44268 -3.69555
O 0.73157 -0.25667 2.21390
O -1.80678 -0.22611 1.41879

=====

# 10
24
Properties=species:S:1:pos:R:3 method="wB97M-V/def2-TZVPD" de_lowest_kcal_mol=57.2 mol_weight_g_mol=198.174 lumo_ha=0.0148
C 2.32076 -1.77255 0.34356
C 1.36133 -2.48605 -0.36339
C 2.14677 -0.48433 0.70421
C 0.16915 -1.88152 -0.70007
C 0.88823 0.08515 0.46829
C -0.03216 -0.54289 -0.33046
C 0.60709 1.57140 0.66006
C -1.15803 0.26771 -0.87056
C -1.27587 1.53709 -0.03720
O 0.69059 2.11245 1.95328
O -2.37603 -0.51310 -0.80490
O -0.94891 0.72951 -2.14067
O -1.64671 2.63667 -0.65615
O -1.96123 1.26922 1.16578
H 3.35290 -2.23781 0.37488
H 1.62962 -3.48468 -0.66334
H 2.88420 0.23333 1.17671
H -0.55257 -2.51315 -1.16606
H 1.24221 2.20989 -0.03431
H 0.09196 1.58571 2.45051
H -2.14347 -1.25269 -0.24356
H -1.55819 1.38683 -2.40977
H -2.22415 3.22693 -0.05246
H -2.96222 1.23165 1.00706

=====

# 11
23
Properties=species:S:1:pos:R:3 method="wB97M-V/def2-TZVPD" de_lowest_kcal_mol=140.1 mol_weight_g_mol=161.997 lumo_ha=-0.0438
B -1.16641 2.05722 0.12408
C 1.06604 -0.17271 0.49686
C -1.21687 0.30477 -0.07645
C 0.88297 0.00530 1.83261
C -1.31547 0.81944 1.27307
C -0.02762 -0.21833 -0.47098
C -0.45869 0.24392 2.35114
C 0.13898 -0.75874 -1.83226
C 1.91011 -1.45009 -3.30706
C -0.97512 0.03156 3.60634
O -0.71367 -0.84618 -2.69180
O 1.42374 -1.13927 -2.00990
H -0.17189 2.53962 -0.25707
H -2.21147 2.63595 -0.24305
H 2.08867 -0.35454 0.31737
H -2.07016 0.14279 -0.89729
H 1.55393 0.01440 2.61896
H -2.47101 0.89282 1.66687
H 2.43961 -0.59669 -3.55787
H 1.07575 -1.74724 -3.79355
H 2.54678 -2.33697 -3.39515
H -1.97973 0.20469 3.90196
H -0.34846 -0.27170 4.34319

=====

# 12
23
Properties=species:S:1:pos:R:3 method="wB97M-V/def2-TZVPD" de_lowest_kcal_mol=69.8 mol_weight_g_mol=245.165 charge=+1 lumo_ha=-0.1447
C 2.67636 -1.37390 -2.24524
C 1.58585 -2.12281 -1.81697
C 2.49705 -0.01394 -2.47779
C 0.48578 -1.45840 -1.30299
C 1.38395 0.64829 -1.98894
C 0.36541 -0.10034 -1.36813
C -1.66000 1.44993 2.19030
C -0.37052 1.06227 1.29719
C -2.70315 0.08148 0.46100
N -2.97642 1.28416 1.30360
S -1.08906 0.81426 -0.45880
Br -4.06891 0.00048 -0.89773
H 3.56949 -1.88799 -2.45799
H 1.62122 -3.17631 -1.70639
H 3.32727 0.60623 -2.65635
H -0.18671 -2.10192 -0.78036
H 1.30715 1.68630 -2.12010
H -1.65234 0.72751 2.90978
H -1.74319 2.41980 2.57664
H 0.47098 1.71410 1.55241
H -0.10042 0.05054 1.50816
H -3.75097 1.16031 1.93150
H -3.11590 2.14635 0.72753